# HO3PS2

HO3PS2 as an isolated structure in a non-equilibrium geometry (ωB97M-V/def2-TZVPD, the Open Molecules 2025 dataset).

Cartesian coordinates (Å):
O -0.333 -0.271 1.756
O -1.235 0.000 -0.532
O 0.960 -1.181 -1.450
P 0.249 0.029 -1.786
S 0.928 1.581 -0.101
S -0.801 0.829 0.679
H 0.232 -0.987 1.434

Properties
HOMO-LUMO gap	9.4	eV
total charge	0
maximum force	1.678	eV/A
spin multiplicity	1
ΔE to the lowest compared entry with this formula, charge and spin	28.8	kcal/mol